C3H12N2O | ωB97M-V/def2-TZVPD

Geometry as XYZ:
```
18
C3H12N2O ωB97M-V/def2-TZVPD
O -0.367 -4.026 0.636
N 1.976 -3.655 0.869
N 2.130 -1.351 -2.068
C -2.472 4.908 0.215
C 0.625 -3.249 1.265
C -3.273 5.951 0.021
H -2.547 4.143 -0.550
H 0.531 -3.464 2.334
H -3.023 6.952 0.352
H 2.152 -3.592 -0.132
H 2.427 -0.818 -2.880
H 2.626 -3.054 1.344
H 0.527 -2.187 1.039
H 3.051 -1.463 -1.660
H -1.844 4.678 1.066
H 0.093 -4.726 0.158
H -4.163 5.779 -0.573
H 1.550 -0.824 -1.436
```

The molecular weight is 92.14 g mol⁻¹. As for the multiplicity: 1. The structure (SMILES) is C=C.NCO.N. The energy relative to the best compared isomer or geometry (same formula, charge and spin) is 48.0 kcal per mole. The HOMO-LUMO gap is 10.209 eV. The calculation puts the max |F| at 1.3 eV/Å.